(1)
DFT (ωB97M-V with the def2-TZVPD basis set) results for a molecular structure, C15H31BF4HgP2 in a non-equilibrium geometry.

Output
HOMO (alpha / beta): -7.64 / -7.69 eV
energy relative to the best compared isomer or geometry (same formula, charge and spin): 636.0 kJ/mol
F_max: 7.82 eV Å⁻¹
Kohn-Sham gap (alpha / beta): 5.69 / 6.57 eV
lowest unoccupied orbital energy (alpha / beta): -1.949 / -1.119 eV

```
! wB97M-V def2-TZVPD RIJCOSX def2/J DEFGRID3
* xyz 0 1
P 2.363 -2.020 -3.712
P -4.243 2.148 2.520
C -3.363 0.961 0.120
C -3.315 2.191 0.861
H -4.065 0.172 0.368
H -2.782 0.895 -0.798
H -2.278 2.472 1.142
H -3.806 3.041 0.340
C -3.628 0.569 3.211
H -2.700 0.769 3.758
H -3.413 -0.149 2.415
H -4.391 0.175 3.892
C -5.881 1.588 1.917
H -6.290 0.854 2.620
H -5.824 1.176 0.905
H -6.532 2.472 1.916
C 4.173 -1.894 -3.465
H 4.598 -1.182 -4.182
H 4.571 -2.896 -3.680
H 4.432 -1.618 -2.435
C 2.095 -0.413 -4.553
H 1.647 0.317 -3.867
H 1.391 -0.611 -5.373
H 3.037 -0.037 -4.965
Hg 1.397 0.454 0.526
C -0.120 -0.869 0.651
C 1.015 -1.322 1.397
C 2.019 -2.387 0.989
C 3.208 -1.768 0.182
C 2.631 -0.656 -0.712
C 1.688 -1.257 -1.649
C 0.261 -0.829 -1.876
C -0.605 -1.359 -0.694
C 2.216 2.341 0.074
H -0.932 -0.487 1.272
H 0.905 -1.207 2.479
H 1.547 -3.198 0.413
H 2.423 -2.856 1.899
H 3.952 -1.363 0.882
H 3.715 -2.555 -0.400
H 3.393 0.006 -1.150
H 1.667 -2.355 -1.504
H -0.127 -1.276 -2.805
H 0.157 0.266 -1.986
H -1.641 -1.015 -0.823
H -0.638 -2.464 -0.713
H 1.524 2.864 -0.596
H 3.190 2.192 -0.408
H 2.318 2.887 1.019
F -0.833 2.783 3.773
B -0.185 1.869 2.956
F -0.440 2.220 1.564
F 1.220 1.813 3.122
F -0.721 0.551 3.165
*
```

***

(2)
DFT (ωB97M-V with the def2-TZVPD basis set) results for 4 unconnected molecules or ions with the total composition C15H31BN5O5.

Output
HOMO: -11.19 eV
F_max: 0.70 eV Å⁻¹
Kohn-Sham gap: 6.92 eV
lowest unoccupied orbital energy: -4.269 eV

```
! wB97M-V def2-TZVPD RIJCOSX def2/J DEFGRID3
* xyz 1 1
C 3.712 -3.800 0.540
C 3.176 -2.390 0.743
O 2.371 -1.951 -0.403
B 1.172 -1.494 -0.051
O 0.834 -0.181 0.063
N 0.012 -2.510 0.169
C -1.238 -2.078 0.272
C -2.273 -2.983 0.451
C -1.939 -4.304 0.541
C -0.593 -4.665 0.430
N 0.364 -3.794 0.232
H 4.764 -3.802 0.271
H 3.126 -4.303 -0.225
H 3.592 -4.374 1.458
H 2.549 -2.360 1.634
H 3.967 -1.658 0.863
H 0.563 0.092 0.948
H -1.445 -1.022 0.184
H -3.297 -2.646 0.490
H -2.689 -5.069 0.684
H -0.293 -5.700 0.495
C -3.590 -0.179 -2.422
O -3.336 -0.739 -1.359
N -2.722 0.565 -3.109
C -3.076 1.214 -4.359
C -1.377 0.746 -2.586
H -4.580 -0.253 -2.894
H -2.435 0.860 -5.166
H -2.958 2.294 -4.265
H -4.111 0.988 -4.608
H -0.874 -0.217 -2.487
H -1.411 1.222 -1.607
H -0.816 1.383 -3.262
C 4.239 -1.133 4.007
O 3.173 -0.927 3.444
N 4.373 -1.387 5.314
C 5.669 -1.619 5.926
C 3.180 -1.423 6.144
H 5.200 -1.118 3.465
H 5.705 -2.609 6.381
H 5.866 -0.872 6.697
H 6.447 -1.552 5.170
H 2.495 -2.195 5.793
H 2.660 -0.466 6.105
H 3.468 -1.637 7.169
C -2.311 4.966 -2.210
O -1.374 4.290 -2.598
N -3.063 5.749 -3.003
C -4.164 6.540 -2.488
C -2.748 5.806 -4.421
H -2.618 4.999 -1.151
H -5.102 6.251 -2.965
H -3.993 7.602 -2.671
H -4.255 6.382 -1.416
H -2.827 4.817 -4.872
H -1.728 6.161 -4.572
H -3.442 6.483 -4.912
*
```

***

(3)
DFT (ωB97M-V with the def2-TZVPD basis set) results for a molecular structure, C15H31Br9N4O4 in a non-equilibrium geometry.

Output
HOMO: -9.43 eV
energy relative to the best compared isomer or geometry (same formula, charge and spin): 0.0 kJ/mol
F_max: 2.93 eV Å⁻¹
Kohn-Sham gap: 9.47 eV
lowest unoccupied orbital energy: 0.036 eV

```
! wB97M-V def2-TZVPD RIJCOSX def2/J DEFGRID3
* xyz 0 1
C 0.611 -0.283 4.119
C -0.450 0.543 3.392
O -0.342 0.952 2.249
N -1.591 0.821 4.013
C -2.583 1.525 3.305
H 0.094 -1.257 4.260
H 0.810 0.116 5.129
H 1.465 -0.408 3.492
H -1.689 0.569 4.992
H -3.443 1.467 3.949
H -2.920 1.178 2.341
H -2.241 2.531 3.092
C -0.704 -6.210 -0.222
C 0.434 -6.765 0.632
O 1.150 -7.655 0.271
N 0.655 -6.113 1.785
C 1.802 -6.446 2.654
H -1.337 -5.447 0.236
H -1.418 -6.960 -0.589
H -0.245 -5.647 -1.007
H -0.163 -5.593 2.165
H 2.129 -7.492 2.494
H 1.704 -6.197 3.727
H 2.592 -5.776 2.249
C 1.520 5.988 -2.660
C 0.873 4.708 -2.105
O 1.574 3.711 -1.835
N -0.457 4.800 -1.741
C -1.095 3.713 -0.959
H 1.854 6.663 -1.748
H 0.803 6.588 -3.252
H 2.373 5.741 -3.255
H -1.030 5.580 -2.065
H -2.158 3.772 -1.128
H -0.817 3.790 0.101
H -0.835 2.687 -1.349
C -4.306 -0.419 -0.733
C -3.308 0.308 -1.611
O -2.732 1.335 -1.206
N -3.118 -0.195 -2.834
C -2.236 0.458 -3.824
H -3.766 -0.971 0.024
H -4.970 -1.043 -1.277
H -4.946 0.314 -0.300
H -3.744 -0.902 -3.138
H -1.311 0.686 -3.157
H -2.593 1.318 -4.362
H -1.984 -0.264 -4.618
C 1.146 -0.921 0.257
Br 0.157 -2.175 -0.854
Br 1.531 0.804 -0.642
Br 2.859 -1.659 0.882
H 0.563 -0.647 1.127
C 3.475 -1.522 -2.690
Br 4.918 -0.287 -1.950
Br 3.979 -3.368 -2.508
Br 3.189 -1.046 -4.603
H 2.624 -1.457 -2.028
C 3.464 4.455 0.512
Br 5.347 5.029 0.337
Br 2.497 5.931 1.169
Br 3.300 2.904 1.725
H 3.041 4.142 -0.432
*
```

***

(4)
DFT (ωB97M-V with the def2-TZVPD basis set) results for a molecular structure, C15H31ClHgP2 in a non-equilibrium geometry.

Output
HOMO (alpha / beta): -4.92 / -4.92 eV
F_max: 5.07 eV Å⁻¹
Kohn-Sham gap (alpha / beta): 4.54 / 4.54 eV
lowest unoccupied orbital energy (alpha / beta): -0.383 / -0.384 eV

```
! wB97M-V def2-TZVPD RIJCOSX def2/J DEFGRID3
* xyz 0 1
P 0.439 -1.662 1.869
P 0.440 2.164 2.413
C 1.029 -0.279 0.563
C 1.384 1.084 1.215
H 0.288 -0.188 -0.274
H 1.867 -0.631 -0.118
H 2.262 0.920 1.859
H 1.773 1.730 0.414
C -0.881 2.796 1.284
H -1.421 3.513 1.881
H -1.633 2.009 1.125
H -0.685 3.283 0.345
C 1.654 3.521 2.822
H 1.743 4.375 2.150
H 2.654 3.090 2.982
H 1.299 3.878 3.800
C -0.314 -3.082 0.932
H -0.048 -3.959 1.544
H 0.125 -3.289 -0.056
H -1.385 -2.916 0.794
C 2.079 -2.504 1.742
H 2.889 -1.775 1.752
H 2.224 -3.092 0.813
H 2.203 -3.220 2.558
Hg -1.958 -0.030 0.031
C -0.079 1.220 -1.880
C -1.442 1.329 -1.730
C -2.483 0.607 -2.572
C -1.896 -0.813 -2.936
C -0.985 -1.399 -1.927
C 0.334 -1.620 -2.158
C 1.248 -0.761 -3.025
C 0.657 0.696 -3.076
C -0.570 -1.100 3.459
H 0.571 1.793 -1.201
H -1.791 2.167 -1.111
H -2.820 1.134 -3.484
H -3.429 0.589 -1.986
H -2.761 -1.483 -3.145
H -1.374 -0.657 -3.876
H -1.584 -1.969 -1.206
H 0.741 -2.569 -1.756
H 1.407 -1.135 -4.078
H 2.297 -0.780 -2.642
H 1.501 1.387 -3.225
H 0.101 0.763 -4.025
H 0.056 -0.253 3.771
H -0.266 -2.031 3.992
H -1.679 -0.839 3.681
Cl -3.782 -0.012 1.701
*
```

***

What is the F_max in the first record?
7.82 eV Å⁻¹